1.
The following is a quantum chemistry calculation of 3 unconnected molecules or ions with the total composition C40H45BF3N5O13P2S2, from the Open Molecules 2025 dataset.

Last column: Löwdin charge in e.
Positions of all 111 atoms, in Å:
C 2.7393 -5.0658 4.2298  0.07
C 3.8085 -4.8026 3.6865  -0.13
C 4.8504 -4.1725 2.6879  -0.17
C 4.3842 -4.2225 1.1845  -0.14
C 3.2103 -3.3844 0.7261  -0.34
C 2.6965 -3.3306 -0.6761  -0.23
C 3.4318 -4.1859 -1.6978  0.06
C 4.6138 -5.0621 -1.3130  -0.18
N 5.2549 -5.8548 -2.3483  0.07
C 5.0767 -5.0810 0.1460  0.04
B 6.3247 -6.0614 0.4889  -0.52
O 6.2281 -7.1151 1.4482  0.12
O 7.5274 -5.8348 -0.2621  0.10
N 1.5511 -2.5709 -1.1703  -0.12
S 0.1392 -3.5356 -1.4069  0.81
O -0.0525 -3.6411 -2.8736  -0.30
O -1.0973 -2.8955 -0.8909  -0.29
C 0.2977 -5.2975 -0.8046  -0.48
F 0.7413 -5.4188 0.5047  0.10
F 1.0045 -6.1186 -1.6883  0.09
F -1.0096 -5.8164 -0.8076  0.08
C 1.2878 -1.3309 -0.4407  -0.16
C 0.5910 -0.2277 -1.2280  -0.05
C 0.1897 -0.4644 -2.7223  -0.13
C 0.9927 -0.0895 -3.7945  0.03
C 0.2355 1.0868 -0.5910  -0.09
C -0.5254 2.1887 -1.4156  -0.14
C -2.1191 2.0511 -1.1085  -0.17
C -2.4860 0.7426 -0.2752  -0.22
P -4.3553 0.5112 -0.0869  0.66
O -5.0660 1.7657 0.3354  -0.30
O -4.9606 -0.1866 -1.4951  -0.26
C -6.3095 -0.7056 -1.3034  -0.26
C -6.4045 -2.2929 -1.4890  -0.08
O -4.5639 -0.6704 1.1285  -0.24
C -3.6942 -1.8023 0.8573  -0.32
C -4.2648 -3.1888 1.3815  -0.07
C 0.5896 1.3851 0.8380  -0.18
O 0.2922 2.6362 1.4266  -0.10
N -1.0206 2.7051 1.8846  0.01
O -0.9874 2.9890 3.0284  0.09
C 1.2849 0.2822 1.6336  -0.27
P 1.6978 0.7389 3.4328  0.94
C 0.8016 -0.4362 4.6294  -0.29
C 3.5803 0.5483 3.6801  -0.43
C 3.9639 0.7202 5.2388  -0.18
C 1.5967 -1.0406 0.9984  -0.36
S 2.3865 -2.3714 2.0096  0.97
H 1.7382 -5.2658 4.6983  0.06
H 5.8425 -4.6796 2.8805  0.11
H 5.0138 -3.0672 2.9316  0.12
H 3.0793 -4.1692 -2.7714  0.12
H 4.7957 -5.7112 -3.2502  0.09
H 5.3030 -6.8445 -2.0944  0.10
H 5.4923 -6.8997 2.0567  0.09
H 7.6281 -6.6574 -0.7976  0.11
H -0.8018 -0.9899 -2.9089  0.12
H 1.4579 0.9294 -3.9226  0.06
H 1.1369 -0.8599 -4.6185  0.08
H -0.2084 3.2340 -1.1135  0.11
H -0.3669 2.1049 -2.5256  0.10
H -2.7215 2.0048 -2.0672  0.12
H -2.3911 2.9405 -0.4701  0.10
H -2.1311 -0.2251 -0.7720  0.09
H -2.0878 0.7354 0.7845  0.09
H -6.9316 -0.2591 -2.1499  0.12
H -6.7449 -0.3624 -0.3091  0.12
H -7.1400 -2.5316 -2.3276  0.08
H -5.4121 -2.7886 -1.6961  0.08
H -6.8170 -2.7356 -0.5238  0.07
H -3.5208 -1.9256 -0.2638  0.09
H -2.6661 -1.6558 1.3293  0.12
H -4.1324 -3.3019 2.5031  0.08
H -5.3455 -3.3285 1.0591  0.06
H -3.6785 -4.0540 0.9181  0.08
H 1.3962 -0.5585 5.5911  0.04
H 0.5374 -1.4160 4.1329  0.02
H -0.1487 0.1165 4.9351  0.04
H 4.1594 1.3728 3.1426  0.08
H 3.9655 -0.4248 3.2444  0.03
H 3.2189 1.4114 5.7525  0.07
H 4.0095 -0.2670 5.7874  0.06
H 5.0044 1.1820 5.3134  0.07
C -6.6469 4.8588 0.2629  -0.07
C -5.9314 4.6785 1.4405  -0.06
C -5.6550 5.7659 2.2599  0.00
C -6.1050 7.0297 1.8909  -0.15
C -6.8149 7.2192 0.7107  -0.01
C -7.0846 6.1270 -0.1044  -0.07
N -5.8374 8.1764 2.7651  -0.35
O -5.1952 7.9772 3.7842  0.07
O -6.2753 9.2649 2.4263  0.07
H -6.8651 4.0058 -0.3712  0.10
H -5.5916 3.6877 1.7202  0.09
H -5.0964 5.6133 3.1755  0.12
H -7.1635 8.2018 0.4160  0.12
H -7.6399 6.2629 -1.0257  0.10
C 5.3524 4.7203 -5.0340  -0.07
C 4.2787 5.6038 -5.0273  -0.06
C 3.1162 5.2803 -4.3400  0.00
C 3.0422 4.0702 -3.6588  -0.14
C 4.1085 3.1780 -3.6668  0.00
C 5.2666 3.5077 -4.3589  -0.06
N 1.8266 3.7353 -2.9111  -0.30
O 0.9026 4.5328 -2.9409  0.09
O 1.8095 2.6774 -2.2971  0.03
H 6.2613 4.9785 -5.5674  0.11
H 4.3498 6.5474 -5.5564  0.11
H 2.2860 5.9764 -4.3416  0.12
H 4.0540 2.2316 -3.1414  0.12
H 6.1053 2.8210 -4.3694  0.11

Cartesian forces, eV/Å:
0.7 0.2 -0.4
-1.2 1.0 -1.0
-0.4 -0.2 0.6
-1.0 -0.5 -3.3
0.4 -0.3 -0.9
4.0 -3.0 -0.2
0.9 0.1 2.5
-2.0 1.9 1.6
-1.0 0.8 1.4
-2.0 1.4 -0.5
0.6 0.0 0.2
-0.1 2.2 -1.1
-2.1 -1.9 0.5
0.4 -0.5 2.8
-4.5 3.0 -4.6
1.8 -1.1 2.6
3.0 -1.5 1.1
-0.9 -3.4 1.0
-0.4 0.3 -2.8
-1.1 2.1 2.2
2.5 1.4 -0.1
-1.6 3.9 0.6
-0.1 1.4 1.8
0.9 0.3 -0.1
-1.0 -0.8 0.5
1.3 -0.5 0.9
-1.3 -0.5 0.7
0.2 -0.5 0.6
-0.8 -0.9 -0.6
-0.7 0.5 1.1
0.8 -1.8 -0.7
0.7 0.4 2.4
-1.2 -0.4 -1.0
-0.5 0.2 0.6
1.0 0.7 -2.2
0.9 -1.8 -0.3
0.1 0.0 -0.1
0.8 -3.8 -2.0
2.2 -1.6 -1.4
-0.8 0.0 2.5
-0.7 0.1 -1.4
-0.6 -0.2 -1.6
0.3 1.0 0.1
-0.3 -0.1 -0.1
0.9 -0.5 0.2
0.1 0.0 -0.4
-0.7 0.9 -1.9
-0.3 0.5 -1.6
1.9 0.2 -0.7
-1.0 0.5 -0.6
-0.4 -1.5 0.0
0.4 0.0 1.4
0.2 -0.3 0.5
-0.1 0.5 -0.3
0.3 -0.5 -0.5
0.6 0.8 0.5
2.0 -0.4 0.3
0.5 -1.7 0.9
-1.2 1.6 0.4
-0.3 -1.5 -0.3
-0.1 -0.2 1.4
0.8 0.4 1.1
-0.1 -1.0 -0.9
-0.2 1.4 0.6
-0.5 0.1 -1.2
0.8 -0.3 1.3
0.6 -0.5 -1.3
1.1 0.3 1.1
-1.0 0.7 0.1
0.5 0.4 -1.3
-0.3 0.2 1.4
-1.3 0.1 -0.6
-0.5 0.3 -1.3
1.3 0.3 0.6
-0.6 1.3 0.5
-0.5 -0.1 -1.4
0.3 0.9 0.9
1.2 -0.8 -0.6
-1.3 -0.9 0.4
-0.3 1.0 0.7
1.0 -0.9 -0.6
-0.3 1.1 -0.6
-1.4 -0.6 -0.1
-0.1 0.0 -0.1
0.0 0.1 0.1
0.0 0.0 0.1
-0.1 -0.5 -0.4
-0.1 0.2 -0.1
0.1 -0.1 0.2
0.1 0.3 0.2
-0.2 0.1 -0.4
0.2 -0.4 0.1
0.1 0.0 0.1
0.0 0.1 -0.1
-0.1 0.2 -0.1
0.1 0.0 0.2
0.0 0.0 0.1
0.0 0.0 0.0
0.0 -0.2 0.1
-0.1 0.2 0.0
0.6 0.2 -0.4
0.0 -0.2 0.1
-0.1 0.2 0.0
-0.2 0.0 0.2
0.4 -0.3 0.0
0.8 0.7 -0.5
-0.1 0.0 0.0
-0.1 -0.1 0.1
0.0 -0.2 0.1
-0.2 0.2 0.0
-0.1 0.0 0.0

Properties
Multiplicity ... 1
HOMO ... -8.19 eV
Total charge ... 0
Frontier orbital gap ... 7.267 eV
Relative energy (zero: lowest compared OMol25 entry of this formula, charge and spin) ... 809.4 kJ/mol

***

2.
The following is a quantum chemistry calculation of a molecular structure, C40H46FeGeN5O2SSi2, from the Open Molecules 2025 dataset.

Last column: Mulliken spin population.
Positions of all 98 atoms, in Å:
Fe -0.0160 -0.4854 -0.2278  4.08
N -5.0143 -6.2251 2.3241  0.00
C -4.3862 -5.0025 2.1613  0.00
C -3.1491 -4.7517 2.7622  0.00
C -2.4944 -3.5531 2.5490  0.00
C -3.0718 -2.5905 1.7299  0.01
C -4.3073 -2.8198 1.1387  0.00
C -4.9585 -4.0173 1.3525  0.00
S -2.2784 -1.0631 1.4325  -0.02
O -2.8005 -0.0752 2.3276  0.01
O -2.3922 -0.8127 -0.0130  0.04
N -0.7252 -1.3405 1.5467  0.11
C 0.2241 -0.9392 2.4446  0.01
N 1.2826 -0.4370 1.7683  0.01
C 2.3149 -0.0128 2.4869  0.00
C 2.3148 -0.0996 3.8659  0.00
C 1.1739 -0.6189 4.4526  0.00
N 0.1169 -1.0446 3.7609  0.00
H -4.7391 -6.7772 3.1180  0.00
H -5.9969 -6.2650 2.1165  0.00
H -2.7029 -5.5055 3.4003  0.00
H -1.5391 -3.3581 3.0222  0.00
H -4.7534 -2.0618 0.5070  0.00
H -5.9203 -4.1989 0.8877  0.00
H 3.1481 0.4120 1.9431  0.00
H 3.1534 0.2400 4.4542  0.00
H 1.0946 -0.6955 5.5317  0.00
C 4.4659 -1.6849 -0.0336  0.01
Si 3.5991 -0.5583 -1.2514  0.00
C 3.5817 1.1695 -0.5430  0.00
C 4.5938 -0.5146 -2.8286  0.02
C 1.8817 -1.2158 -1.6229  0.49
C 1.5092 -2.5660 -1.1836  -0.09
C 2.3122 -3.7108 -1.2496  0.05
C 1.7918 -4.9161 -0.8249  -0.01
C 0.4932 -4.9720 -0.3255  0.03
C -0.2371 -3.8044 -0.2805  0.00
N 0.2569 -2.6426 -0.7152  0.05
Si 0.9480 -0.7098 -3.1730  -0.03
C 1.6817 -1.6976 -4.5849  0.02
C 1.1323 1.0849 -3.5911  0.02
C -0.8704 -1.1533 -3.1204  0.06
H 5.2535 -1.1176 0.4706  0.00
H 4.9382 -2.5388 -0.5218  0.00
H 3.7866 -2.0727 0.7285  0.00
H 4.3480 1.2946 0.2268  0.00
H 2.6147 1.4241 -0.1004  0.01
H 3.7976 1.8933 -1.3307  0.00
H 5.6343 -0.2649 -2.5980  0.00
H 4.2112 0.2429 -3.5181  0.00
H 4.5831 -1.4767 -3.3471  0.00
H 3.3151 -3.6448 -1.6470  0.01
H 2.3912 -5.8158 -0.8872  0.00
H 0.0586 -5.8984 0.0221  0.00
H -1.2474 -3.7803 0.1084  0.00
H 2.6758 -1.3240 -4.8425  0.00
H 1.0474 -1.6164 -5.4730  0.00
H 1.7738 -2.7580 -4.3325  0.00
H 2.0914 1.4979 -3.2688  0.00
H 0.3525 1.7001 -3.1432  0.00
H 1.0691 1.1981 -4.6777  0.00
H -1.0065 -2.2360 -3.0869  0.00
H -1.2981 -0.7704 -4.0528  0.00
H -1.4825 -0.7354 -2.3123  -0.01
C 0.6517 5.6090 -3.1614  0.00
C -0.6640 5.2958 -2.8563  0.00
C -0.9551 4.2716 -1.9598  0.01
C 0.0615 3.5321 -1.3509  0.02
C 1.3798 3.8699 -1.6708  0.02
C 1.6782 4.8935 -2.5594  0.00
Ge -0.3864 2.1035 -0.0623  -0.03
C 0.3442 2.7164 1.6618  0.01
C 1.3823 3.6394 1.7762  0.00
C 1.8560 4.0374 3.0234  0.00
C 1.2877 3.5276 4.1816  0.01
C 0.2428 2.6163 4.0878  0.00
C -0.2149 2.2106 2.8415  0.02
C -2.3345 2.3869 0.1228  0.03
C -2.8899 3.1574 1.1441  0.01
C -4.2608 3.3813 1.2130  0.00
C -5.1040 2.8462 0.2505  0.00
C -4.5685 2.0949 -0.7876  0.00
C -3.1998 1.8701 -0.8434  0.04
H 0.8772 6.4069 -3.8584  0.00
H -1.4729 5.8543 -3.3119  0.00
H -1.9909 4.0525 -1.7348  0.00
H 2.1956 3.3275 -1.2163  0.00
H 2.7113 5.1312 -2.7849  0.00
H 1.8238 4.0702 0.8855  0.00
H 2.6612 4.7593 3.0886  0.00
H 1.6460 3.8492 5.1518  0.00
H -0.2201 2.2247 4.9861  0.00
H -1.0506 1.5177 2.7903  0.00
H -2.2499 3.5944 1.9004  0.00
H -4.6701 3.9770 2.0200  0.00
H -6.1726 3.0141 0.3071  0.00
H -5.2184 1.6788 -1.5485  0.00
H -2.8015 1.2725 -1.6575  0.00

Cartesian forces, eV/Å:
0.7 -0.4 0.0
0.1 0.0 0.0
0.0 0.0 0.0
0.0 0.0 0.0
-0.1 0.1 0.0
-0.1 -0.2 0.1
0.0 0.0 0.0
0.0 0.0 0.0
0.1 0.1 -0.2
0.0 0.1 0.1
-0.1 -0.2 0.1
0.3 0.1 0.3
-0.2 0.2 -0.2
0.1 -0.1 0.1
0.0 -0.1 -0.1
0.0 0.0 0.0
-0.1 -0.1 0.0
0.1 -0.1 0.1
0.0 0.0 0.0
0.0 0.0 0.0
0.0 0.0 0.0
0.0 0.0 0.0
0.0 0.0 0.0
0.0 0.0 0.0
0.0 0.0 0.0
0.0 0.0 0.0
0.0 0.0 0.0
0.1 -0.1 0.2
-0.4 -0.3 -0.1
-0.1 0.2 0.1
0.2 0.0 -0.1
-0.7 0.5 0.5
0.2 0.3 -0.3
0.0 -0.2 0.0
0.1 0.1 -0.1
-0.1 0.0 0.0
-0.1 0.0 -0.1
-0.2 0.0 0.1
0.4 -0.2 -0.1
0.0 -0.1 -0.2
0.1 0.3 -0.1
-0.2 0.0 0.1
0.0 -0.1 0.0
0.0 0.0 0.0
0.0 0.0 0.0
0.0 0.0 0.0
0.1 0.0 0.0
0.0 0.0 0.0
0.0 0.0 -0.1
0.0 0.0 0.0
0.0 0.0 0.0
0.0 0.0 0.0
0.0 0.0 0.0
0.0 0.0 0.0
0.0 0.0 0.0
0.0 0.0 0.0
0.1 0.0 0.0
0.0 0.0 0.0
0.0 0.0 0.0
0.0 0.0 0.0
0.0 0.0 0.0
0.0 0.0 -0.1
0.0 -0.1 0.0
0.1 0.0 0.0
0.0 0.0 0.0
0.0 0.0 0.0
0.1 0.0 -0.1
0.1 0.1 -0.1
-0.1 0.1 0.0
0.0 0.0 0.0
-0.3 -0.1 -0.2
0.0 0.0 0.2
0.0 -0.1 0.0
0.0 0.0 0.0
0.0 0.0 0.0
0.0 0.0 -0.1
-0.1 0.1 0.0
-0.2 0.0 0.0
0.0 0.0 -0.1
0.0 0.0 0.0
0.0 0.0 0.0
0.0 0.0 0.0
0.0 0.0 0.0
0.0 0.0 0.0
0.0 0.0 0.0
0.0 0.0 0.0
0.1 0.0 0.0
0.0 0.0 0.0
0.0 0.0 0.0
0.0 0.0 0.0
0.0 0.0 0.0
0.0 0.0 0.0
0.0 0.0 0.0
0.0 0.0 0.0
0.0 0.0 0.0
0.0 0.0 0.0
0.0 0.0 0.0
0.0 0.0 0.0

Properties
Multiplicity ... 6
HOMO (alpha / beta) ... -7.11 / -7.58 eV
Total charge ... 0
Frontier orbital gap (alpha / beta) ... 7.584 / 6.382 eV

***

Question: Which of these has the highest multiplicity?
Answer: C40H46FeGeN5O2SSi2

***

Question: Which of these has the lowest multiplicity?
Answer: C40H45BF3N5O13P2S2